The following is a quantum chemistry calculation of C8H24NO6Pd as an isolated structure, from the OMol25 dataset.

## Properties
* HOMO (spin up / spin down): -11.354 / -11.431 eV
* LUMO energy (spin up / spin down): -2.56 / -2.98 eV
* ΔE to the lowest compared entry with this formula, charge and spin: 0.000 eV
* <S²>: 2.0052
* spin multiplicity: 3
* molecular weight: 336.701 g mol⁻¹
* total charge: +1

XYZ file:
```
40
Properties=species:S:1:pos:R:3:mulliken_charge:R:1
Pd -13.062 -4.099 -17.211 0.6521
O -15.065 -4.172 -17.718 -0.7609
H -15.195 -5.122 -17.842 0.1989
C -12.760 -7.345 -14.238 -1.6279
C -12.460 -6.358 -15.346 0.2888
C -12.548 -7.075 -16.697 -0.7355
O -12.540 -6.158 -17.784 -0.0522
C -12.233 -6.755 -19.034 -0.7968
N -13.310 -5.122 -15.277 -0.3059
H -13.718 -7.850 -14.359 0.4114
H -12.804 -6.807 -13.286 0.4146
H -11.960 -8.078 -14.155 0.4225
H -11.430 -6.029 -15.191 0.1850
H -13.460 -7.682 -16.741 0.4642
H -11.679 -7.734 -16.762 0.4190
H -11.396 -7.452 -18.929 0.3135
H -11.941 -5.965 -19.717 0.2001
H -13.099 -7.301 -19.415 0.2933
H -13.006 -4.645 -14.430 0.3129
H -14.268 -5.386 -15.043 0.2519
C -14.390 -1.641 -15.441 -0.2369
C -15.416 -0.689 -15.973 -0.5224
O -16.231 -1.301 -16.940 -0.4858
O -13.342 -1.934 -16.397 -0.2836
H -14.820 -2.607 -15.189 0.1546
H -13.927 -1.210 -14.547 0.3214
H -14.902 0.199 -16.371 0.3621
H -16.021 -0.318 -15.135 0.2946
H -16.375 -0.703 -17.674 0.3069
H -13.001 -1.095 -16.720 0.2423
C -10.115 -2.803 -17.625 -0.5211
C -10.483 -3.295 -18.996 -0.4395
O -11.904 -3.422 -19.179 -0.3745
O -10.711 -3.587 -16.581 -0.3080
H -10.421 -1.754 -17.532 0.2527
H -9.025 -2.811 -17.541 0.4330
H -9.992 -4.236 -19.245 0.2528
H -10.080 -2.544 -19.682 0.4806
H -12.180 -2.750 -19.809 0.2442
H -10.112 -3.570 -15.830 0.2773
```


The following is a quantum chemistry calculation of an isolated ion of composition Cl2FH2P2 and charge +1, from the OMol25 dataset.

## Properties
* HOMO (spin up / spin down): -13.354 / -15.097 eV
* LUMO energy (spin up / spin down): -5.27 / -9.77 eV
* ΔE to the lowest compared entry with this formula, charge and spin: 1.639 eV
* <S²>: 2.0135
* spin multiplicity: 3
* molecular weight: 153.868 g mol⁻¹
* total charge: +1

XYZ file:
```
7
Properties=species:S:1:pos:R:3:mulliken_charge:R:1
F 0.029 -1.290 -1.480 -0.1988
P 0.978 -0.034 1.009 0.0793
P 0.306 0.266 -1.008 0.6704
Cl -1.550 1.137 -0.698 0.1010
Cl -3.116 0.627 0.644 -0.0838
H 2.200 0.665 0.658 0.2233
H 1.151 -1.373 0.874 0.2086
```


The following is a quantum chemistry calculation of a 2-piece molecular cluster, CHN3O overall, from the OMol25 dataset.

## Properties
* HOMO (spin up / spin down): -5.060 / -11.641 eV
* LUMO energy (spin up / spin down): 0.77 / -3.76 eV
* ΔE to the lowest compared entry with this formula, charge and spin: 0.000 eV
* <S²>: 2.0180
* spin multiplicity: 3
* molecular weight: 71.039 g mol⁻¹

XYZ file:
```
6
Properties=species:S:1:pos:R:3:mulliken_charge:R:1
C -1.347 0.640 -0.239 0.3515
N 1.906 -0.300 -0.493 0.0785
N 2.640 -0.886 0.077 -0.0844
N -0.916 -0.346 0.349 -0.3056
O -1.891 1.449 -0.927 -0.2896
H -0.392 -0.556 1.232 0.2496
```


The following is a quantum chemistry calculation of C16H19Cl2IrN7OS2 as an isolated structure, from the OMol25 dataset.

## Properties
* HOMO (spin up / spin down): -14.111 / -14.185 eV
* LUMO energy (spin up / spin down): -7.32 / -8.09 eV
* ΔE to the lowest compared entry with this formula, charge and spin: 2.125 eV
* <S²>: 0.7585
* spin multiplicity: 2
* molecular weight: 652.633 g mol⁻¹
* total charge: +2

XYZ file:
```
48
Properties=species:S:1:pos:R:3:mulliken_charge:R:1
Ir -0.323 0.454 -0.942 0.8082
C -4.583 -3.183 0.728 -1.0461
C -3.958 -3.184 -0.655 -0.4774
N -2.498 -3.287 -0.593 -0.1654
C -1.615 -2.327 -0.809 0.5592
S -2.160 -0.764 -1.437 -0.2872
N -0.338 -2.549 -0.640 -1.1064
N 0.434 -1.459 -0.906 0.5428
C 1.718 -1.579 -0.810 0.8819
C 2.411 -2.843 -0.445 -1.6391
C 2.471 -0.372 -1.160 0.5119
C 3.852 -0.331 -1.202 -0.6244
C 4.478 0.811 -1.681 -0.6091
C 3.701 1.868 -2.123 -0.8443
C 2.325 1.780 -2.018 0.0399
N 1.720 0.694 -1.531 0.0157
H -5.667 -3.133 0.646 0.3706
H -4.240 -2.327 1.310 0.2581
H -4.332 -4.093 1.272 0.3584
H -4.210 -2.276 -1.202 0.2893
H -4.316 -4.021 -1.254 0.3370
H -2.104 -4.152 -0.246 0.2835
H 1.703 -3.640 -0.258 0.3433
H 3.010 -2.677 0.454 0.4051
H 3.087 -3.144 -1.248 0.4517
H 4.426 -1.189 -0.885 0.4566
H 5.557 0.863 -1.727 0.4780
H 4.143 2.762 -2.538 0.4532
H 1.691 2.595 -2.331 0.5103
Cl -1.501 1.869 -2.876 -0.0501
C -3.125 2.338 -2.104 -0.4170
Cl -3.288 2.078 -0.383 -0.0388
H -3.851 1.736 -2.636 0.4077
H -3.209 3.394 -2.327 0.3735
O 0.070 -1.501 2.667 -0.4952
C -0.105 -0.731 1.809 0.7862
N -0.258 0.152 1.002 -0.6482
S -0.097 2.815 -0.351 -0.3605
C 0.549 2.747 1.273 0.1941
N -0.218 3.274 2.255 0.0474
C 0.158 3.279 3.548 -0.0769
C 1.377 2.749 3.868 -0.6630
C 2.151 2.270 2.811 -0.0030
N 1.748 2.266 1.545 -0.2062
H -1.115 3.663 1.983 0.2656
H -0.534 3.707 4.258 0.4333
H 1.722 2.718 4.890 0.4438
H 3.145 1.878 2.997 0.4520
```


The following is a quantum chemistry calculation of C5H4N4OS in the gas phase, from the OMol25 dataset.

## Properties
* HOMO (spin up / spin down): -5.424 / -9.406 eV
* LUMO energy (spin up / spin down): 0.42 / -2.68 eV
* <S²>: 2.0307
* spin multiplicity: 3
* molecular weight: 168.181 g mol⁻¹

XYZ file:
```
15
Properties=species:S:1:pos:R:3:mulliken_charge:R:1
C 3.002 1.074 -0.014 -0.0317
C 0.956 0.504 -0.119 -0.1939
C 1.431 -0.763 -0.002 0.5012
C -0.682 -1.743 0.090 -0.0284
C -1.100 0.684 0.139 0.4655
N 1.815 1.508 -0.128 -0.5287
N 0.589 -1.864 0.018 -0.5495
N -1.540 1.849 0.090 -0.5412
N -1.459 -0.601 0.035 0.0830
O -2.903 -0.700 0.081 -0.4832
S 3.160 -0.681 -0.112 -0.1660
H 3.951 1.588 0.099 0.4247
H -1.395 -2.509 0.124 0.4455
H -2.475 2.081 0.410 0.2705
H -3.352 -0.428 -0.709 0.3321
```


| no. | electronic energy (a.u.) |
| --- | --- |
| 1 | -952.96393 |
| 2 | -1703.72085 |
| 3 | -278.03259 |
| 4 | -2900.17318 |
| 5 | -885.09237 |